{
  "formula": "C22H17N8OS5W",
  "method": "ωB97M-V with the def2-TZVPD basis set",
  "total_charge": 3,
  "e_above_lowest_kcal_mol": 55.0,
  "lumo_ev": [-11.33, -11.32],
  "homo_energy_ev": [-16.64, -16.64],
  "orbital_gap_ev": [5.3, 5.3],
  "species": ["W", "N", "C", "S", "N", "N", "C", "C", "C", "C", "C", "C", "N", "H", "H", "H", "H", "H", "H", "H", "C", "C", "C", "C", "C", "C", "N", "N", "C", "C", "C", "C", "C", "N", "H", "H", "H", "H", "H", "H", "H", "H", "H", "O", "C", "S", "C", "C", "S", "S", "S", "N", "C", "H"],
  "xyz": [[-0.404, 0.151, -0.315], [2.408, 1.317, -3.588], [1.369, 0.922, -2.863], [1.258, 1.563, -1.210], [0.469, 0.131, -3.369], [-0.501, -0.184, -2.463], [-1.604, -0.626, -2.964], [-2.702, -0.834, -2.042], [-3.953, -1.285, -2.414], [-4.936, -1.415, -1.442], [-4.637, -1.084, -0.127], [-3.373, -0.621, 0.178], [-2.424, -0.495, -0.764], [3.058, 2.008, -3.250], [2.463, 1.042, -4.559], [-1.693, -0.760, -4.036], [-4.146, -1.531, -3.450], [-5.925, -1.768, -1.707], [-5.375, -1.177, 0.658], [-3.106, -0.356, 1.194], [3.220, -0.439, 4.185], [2.539, 0.759, 4.388], [1.509, 1.117, 3.546], [1.170, 0.261, 2.492], [1.867, -0.926, 2.266], [2.884, -1.278, 3.124], [0.101, 0.622, 1.628], [-0.815, 1.328, 2.178], [-1.659, 2.059, 1.334], [-2.528, 2.987, 1.877], [-3.198, 3.832, 1.009], [-2.989, 3.712, -0.366], [-2.160, 2.720, -0.842], [-1.517, 1.897, 0.006], [4.029, -0.715, 4.849], [2.819, 1.415, 5.200], [0.985, 2.053, 3.679], [1.594, -1.579, 1.449], [3.418, -2.207, 2.977], [-2.630, 3.046, 2.952], [-3.872, 4.587, 1.394], [-3.474, 4.379, -1.065], [-1.991, 2.565, -1.899], [6.602, -4.182, -1.699], [5.780, -3.380, -1.446], [4.034, -3.623, -1.949], [3.423, -2.194, -1.276], [4.430, -1.262, -0.648], [4.039, 0.193, -0.098], [6.058, -1.842, -0.588], [1.804, -1.926, -1.418], [-0.601, -3.037, 0.441], [-0.473, -1.917, 0.213], [-0.645, -4.024, 0.639]],
  "forces_ev_per_angstrom": [[0.4, 0.5, -1.2], [0.0, 0.0, 0.1], [0.2, 0.1, -0.2], [-0.6, -0.4, 0.2], [-0.1, 0.0, 0.3], [0.2, 0.1, -0.2], [-0.2, -0.1, 0.0], [0.1, 0.0, -0.1], [-0.2, -0.1, -0.1], [0.0, 0.0, -0.1], [0.0, 0.0, 0.0], [0.1, 0.0, -0.1], [0.1, 0.1, 0.0], [0.0, 0.0, 0.0], [0.0, 0.0, 0.0], [0.0, 0.0, 0.0], [0.0, 0.0, 0.0], [0.0, 0.0, 0.0], [0.0, 0.0, 0.0], [0.0, 0.0, 0.0], [0.0, 0.0, 0.0], [0.1, -0.1, 0.1], [-0.1, 0.0, -0.1], [-0.2, 0.0, -0.1], [-0.2, 0.0, -0.1], [0.2, 0.0, 0.1], [0.1, 0.4, 0.5], [0.0, 0.2, 0.1], [0.2, -0.1, 0.2], [-0.1, 0.1, 0.2], [0.0, 0.0, 0.0], [0.0, 0.0, 0.0], [-0.1, -0.1, 0.0], [0.1, -0.1, 0.1], [0.0, 0.0, 0.0], [0.0, 0.0, 0.0], [0.0, 0.0, 0.0], [0.1, 0.0, 0.0], [0.0, 0.0, 0.0], [0.0, 0.0, 0.0], [0.0, 0.0, 0.0], [0.0, 0.0, 0.0], [0.0, 0.0, 0.0], [-0.1, 0.1, 0.1], [0.1, -0.1, -0.1], [0.2, -0.1, 0.0], [0.2, 0.1, 0.0], [0.1, -0.3, -0.1], [-0.1, 0.2, 0.2], [0.0, -0.1, 0.0], [-0.2, 0.0, 0.1], [-0.1, 0.1, 0.1], [0.0, -0.3, 0.1], [0.0, 0.0, 0.0]],
  "nbo_charge": [1.24, -0.73, 0.33, 0.13, -0.36, -0.30, 0.12, 0.12, -0.16, -0.09, -0.19, 0.05, -0.48, 0.43, 0.44, 0.26, 0.27, 0.27, 0.27, 0.23, -0.11, -0.18, -0.18, 0.13, -0.21, -0.19, -0.24, -0.14, 0.27, -0.18, -0.09, -0.19, 0.07, -0.52, 0.25, 0.26, 0.25, 0.22, 0.24, 0.28, 0.27, 0.28, 0.24, -0.40, 0.24, 0.49, -0.36, -0.44, 0.19, 0.48, 0.09, -0.51, 0.31, 0.50]
}



{
  "formula": "C22H18BrF3N4O3S",
  "method": "ωB97M-V with the def2-TZVPD basis set",
  "total_charge": 0,
  "smiles": "O=C(Nc1c(F)cc(F)cc1Br)c1cc(S(=O)(=O)N2CCN(c3ccccn3)CC2)ccc1F",
  "lumo_ev": -0.01,
  "homo_energy_ev": -7.91,
  "orbital_gap_ev": 7.9,
  "species": ["O", "C", "N", "C", "C", "F", "C", "C", "F", "C", "C", "Br", "C", "C", "C", "S", "O", "O", "N", "C", "C", "N", "C", "C", "C", "C", "C", "N", "C", "C", "C", "C", "C", "F", "H", "H", "H", "H", "H", "H", "H", "H", "H", "H", "H", "H", "H", "H", "H", "H", "H", "H"],
  "xyz": [[-2.865, -0.847, 0.302], [-3.322, 0.175, -0.149], [-4.661, 0.360, -0.377], [-5.615, -0.636, -0.168], [-5.434, -1.938, -0.645], [-4.365, -2.220, -1.395], [-6.357, -2.941, -0.416], [-7.508, -2.628, 0.286], [-8.416, -3.586, 0.513], [-7.758, -1.346, 0.743], [-6.804, -0.372, 0.516], [-7.123, 1.392, 1.141], [-2.454, 1.351, -0.472], [-1.212, 1.407, 0.159], [-0.330, 2.428, -0.117], [1.241, 2.476, 0.757], [0.979, 2.709, 2.144], [2.095, 3.400, 0.060], [1.719, 0.887, 0.572], [2.309, 0.605, -0.720], [3.805, 0.956, -0.737], [4.482, 0.280, 0.346], [5.039, -0.966, 0.218], [5.475, -1.489, -1.013], [6.095, -2.719, -1.030], [6.280, -3.415, 0.160], [5.823, -2.819, 1.319], [5.220, -1.644, 1.355], [3.928, 0.661, 1.631], [2.441, 0.298, 1.686], [-0.645, 3.420, -1.028], [-1.867, 3.383, -1.676], [-2.752, 2.357, -1.390], [-3.928, 2.349, -2.051], [-5.020, 1.296, -0.513], [-6.186, -3.936, -0.792], [-8.670, -1.123, 1.272], [-0.946, 0.635, 0.863], [1.769, 1.191, -1.464], [2.169, -0.461, -0.929], [4.242, 0.697, -1.699], [3.907, 2.035, -0.583], [5.344, -0.946, -1.935], [6.437, -3.136, -1.966], [6.760, -4.379, 0.178], [5.933, -3.302, 2.282], [4.478, 0.136, 2.410], [4.040, 1.743, 1.746], [1.981, 0.677, 2.598], [2.319, -0.788, 1.633], [0.075, 4.199, -1.222], [-2.148, 4.133, -2.399]],
  "forces_ev_per_angstrom": [[0.2, -0.1, 0.1], [-0.3, 0.2, 0.0], [0.0, 0.2, -0.2], [-0.1, -0.4, 0.2], [-0.3, 0.1, 0.1], [-0.1, 0.0, 0.0], [-0.1, 0.1, 0.1], [0.3, 0.3, -0.1], [0.0, 0.0, 0.0], [-0.1, -0.2, 0.0], [0.2, 0.0, -0.1], [0.0, -0.2, 0.0], [0.2, 0.2, -0.1], [-0.3, 0.0, -0.1], [0.6, 0.0, 0.2], [-0.6, -0.3, -0.3], [0.0, -0.2, 0.2], [-0.1, -0.1, -0.2], [-0.5, 0.9, 0.2], [0.3, 0.1, -0.6], [-0.2, 0.0, -0.3], [0.0, 0.3, 0.1], [0.3, -0.3, 0.0], [-0.1, 0.0, -0.1], [-0.1, 0.0, 0.2], [0.0, 0.0, 0.0], [0.2, -0.3, -0.1], [-0.2, 0.3, 0.0], [-0.2, -0.1, 0.3], [0.4, 0.1, 0.6], [0.0, 0.0, 0.0], [-0.1, -0.1, 0.0], [0.2, 0.0, 0.1], [0.1, 0.1, 0.0], [0.2, -0.2, -0.1], [0.0, -0.1, 0.0], [-0.1, 0.0, 0.0], [-0.1, -0.2, 0.0], [0.1, -0.2, -0.2], [0.0, 0.1, 0.0], [0.0, 0.1, 0.0], [0.1, -0.2, -0.1], [0.0, 0.0, 0.0], [0.0, 0.0, -0.1], [0.0, -0.1, 0.0], [0.1, -0.1, 0.0], [-0.1, 0.2, 0.0], [0.0, 0.0, 0.0], [0.1, -0.2, 0.1], [0.0, 0.1, 0.0], [0.0, 0.1, -0.1], [0.0, 0.1, -0.1]],
  "nbo_charge": [-0.57, 0.66, -0.61, 0.02, 0.44, -0.30, -0.34, 0.42, -0.31, -0.32, -0.05, 0.08, -0.17, -0.13, -0.35, 2.32, -0.93, -0.95, -0.68, -0.24, -0.24, -0.42, 0.39, -0.31, -0.14, -0.32, 0.07, -0.50, -0.25, -0.25, -0.14, -0.28, 0.42, -0.32, 0.43, 0.25, 0.25, 0.26, 0.22, 0.21, 0.21, 0.23, 0.21, 0.21, 0.22, 0.19, 0.26, 0.20, 0.24, 0.21, 0.25, 0.24]
}



{
  "formula": "C22H18Cl3MnN4O4PSeTe",
  "method": "ωB97M-V with the def2-TZVPD basis set",
  "total_charge": 0,
  "spin_multiplicity": 6,
  "lumo_ev": [-1.54, -1.54],
  "homo_energy_ev": [-6.53, -6.52],
  "orbital_gap_ev": [5.0, 5.0],
  "species": ["Mn", "Cl", "C", "C", "C", "Cl", "C", "O", "C", "Cl", "C", "H", "H", "Se", "N", "C", "C", "C", "C", "C", "N", "C", "C", "N", "C", "C", "C", "C", "C", "N", "H", "H", "H", "H", "H", "H", "C", "C", "O", "P", "O", "Te", "O", "C", "C", "H", "H", "H", "H", "H", "H", "H", "H", "H", "H"],
  "xyz": [[0.145, 0.395, 0.947], [4.495, -0.068, 6.657], [3.736, -0.129, 5.086], [2.425, 0.282, 4.945], [1.874, 0.211, 3.682], [0.196, 0.715, 3.443], [2.532, -0.240, 2.523], [1.971, -0.278, 1.364], [3.861, -0.650, 2.745], [4.764, -1.249, 1.396], [4.452, -0.595, 3.992], [1.855, 0.640, 5.789], [5.477, -0.918, 4.109], [-7.587, 0.109, 0.461], [-6.345, -1.157, 0.606], [-5.188, -0.555, 0.653], [-3.906, -1.263, 0.772], [-3.828, -2.659, 0.805], [-2.593, -3.256, 0.899], [-1.463, -2.443, 0.975], [-1.536, -1.123, 0.958], [-2.733, -0.532, 0.842], [-2.767, 0.968, 0.752], [-1.590, 1.605, 0.780], [-1.557, 2.927, 0.665], [-2.716, 3.687, 0.528], [-3.931, 3.041, 0.509], [-3.964, 1.648, 0.618], [-5.218, 0.884, 0.581], [-6.398, 1.432, 0.476], [-4.740, -3.238, 0.748], [-2.484, -4.331, 0.913], [-0.467, -2.864, 1.052], [-0.575, 3.386, 0.668], [-2.646, 4.761, 0.434], [-4.862, 3.581, 0.403], [1.977, 1.790, -5.124], [0.908, 1.375, -4.142], [1.319, 0.198, -3.429], [1.604, 0.257, -1.847], [0.271, 0.443, -1.119], [3.204, 1.918, -1.332], [2.019, -1.262, -1.604], [3.259, -1.766, -2.137], [2.980, -2.681, -3.307], [1.645, 2.668, -5.680], [2.176, 0.986, -5.833], [2.897, 2.034, -4.595], [-0.014, 1.101, -4.658], [0.682, 2.174, -3.434], [3.746, -2.292, -1.316], [3.897, -0.927, -2.421], [2.300, -3.481, -3.015], [3.912, -3.131, -3.654], [2.529, -2.126, -4.128]],
  "forces_ev_per_angstrom": [[0.8, -0.6, -1.3], [-0.1, 0.0, -0.1], [0.0, 0.0, 0.1], [0.0, 0.0, 0.0], [-0.1, 0.0, 0.0], [0.1, 0.1, 0.8], [-0.1, 0.1, 0.1], [-0.3, -0.2, 0.1], [0.2, -0.1, 0.1], [0.0, 0.0, 0.1], [0.1, 0.0, 0.0], [0.0, 0.0, 0.0], [0.0, 0.0, 0.0], [0.0, 0.0, 0.0], [0.1, 0.0, 0.0], [0.2, -0.1, 0.0], [-0.6, -0.2, 0.0], [0.0, 0.1, 0.0], [0.1, 0.0, 0.0], [0.0, -0.1, 0.0], [0.1, 0.3, 0.0], [0.1, 0.8, -0.1], [0.2, -1.0, 0.1], [-0.4, 0.5, 0.2], [-0.2, 0.0, -0.1], [0.1, 0.0, 0.0], [0.0, -0.1, 0.0], [-0.5, 0.2, -0.1], [0.2, 0.1, 0.0], [0.1, 0.0, 0.0], [0.0, 0.0, 0.0], [0.0, 0.0, 0.0], [0.0, 0.0, 0.0], [0.0, 0.0, 0.0], [0.0, 0.0, 0.0], [0.0, 0.0, 0.0], [0.0, 0.0, 0.0], [-0.1, -0.1, 0.0], [0.0, -0.1, 0.0], [-0.3, 0.4, 0.0], [0.3, -0.2, 0.1], [-0.1, -0.1, 0.0], [0.1, 0.1, 0.0], [0.0, 0.0, 0.1], [0.0, 0.0, 0.0], [0.0, 0.0, 0.0], [0.0, 0.0, 0.0], [0.0, 0.0, 0.0], [0.0, 0.0, 0.0], [0.1, 0.1, 0.0], [0.0, 0.0, 0.0], [0.0, 0.0, 0.0], [0.0, 0.0, 0.0], [0.0, 0.0, 0.0], [0.0, 0.0, 0.0]],
  "nbo_charge": [1.52, -0.01, -0.07, -0.24, -0.12, -0.02, 0.38, -0.86, -0.10, 0.03, -0.23, 0.24, 0.24, 0.95, -0.59, 0.11, -0.11, -0.10, -0.24, 0.09, -0.53, 0.26, 0.18, -0.53, 0.09, -0.24, -0.10, -0.11, 0.19, -0.61, 0.24, 0.24, 0.22, 0.23, 0.24, 0.24, -0.63, -0.06, -0.85, 2.01, -1.25, -0.61, -0.84, -0.07, -0.63, 0.21, 0.21, 0.24, 0.18, 0.19, 0.19, 0.20, 0.21, 0.21, 0.22]
}



{
  "formula": "C22H18F17N2O5PS",
  "method": "ωB97M-V with the def2-TZVPD basis set",
  "total_charge": 0,
  "smiles": "Cc1cccc(C[C@](C#N)(C(F)(F)C(F)(F)C(F)(F)C(F)(F)F)[C@@](C#N)(COO)P(O)(O)=S)c1.FC(F)C(F)(F)COC(F)(F)C(F)F",
  "lumo_ev": 0.19,
  "homo_energy_ev": -9.45,
  "orbital_gap_ev": 9.6,
  "species": ["C", "C", "C", "C", "C", "C", "C", "C", "C", "N", "C", "F", "F", "C", "F", "F", "C", "F", "F", "C", "F", "F", "F", "C", "C", "N", "C", "O", "O", "P", "O", "O", "S", "C", "H", "H", "H", "H", "H", "H", "H", "H", "H", "H", "H", "H", "H", "H", "F", "C", "F", "C", "F", "F", "C", "O", "C", "F", "F", "C", "F", "F", "H", "H", "H", "H"],
  "xyz": [[5.558, -2.387, 1.519], [5.173, -2.517, 0.059], [6.121, -2.446, -0.910], [5.712, -2.560, -2.210], [4.411, -2.750, -2.516], [3.440, -2.840, -1.560], [2.040, -3.102, -2.061], [0.863, -2.281, -1.418], [-0.138, -2.333, -2.528], [-0.981, -2.371, -3.342], [1.212, -0.777, -1.320], [2.109, -0.457, -0.370], [1.861, -0.496, -2.471], [0.048, 0.272, -1.254], [-0.200, 0.649, -2.522], [-1.117, -0.183, -0.804], [0.406, 1.625, -0.553], [-0.575, 2.466, -0.923], [1.518, 2.151, -1.044], [0.447, 1.663, 1.000], [-0.377, 0.827, 1.604], [1.659, 1.499, 1.489], [0.080, 2.901, 1.366], [0.228, -2.992, -0.159], [1.076, -4.113, 0.347], [1.881, -4.915, 0.639], [-0.023, -2.109, 1.085], [0.180, -2.891, 2.261], [0.487, -1.906, 3.244], [-1.422, -3.923, -0.435], [-1.560, -4.768, 0.934], [-1.232, -5.073, -1.561], [-2.976, -2.834, -0.573], [3.872, -2.723, -0.269], [4.743, -2.791, 2.119], [6.409, -3.048, 1.690], [5.803, -1.366, 1.800], [7.168, -2.313, -0.683], [6.463, -2.523, -2.986], [4.144, -2.863, -3.561], [2.041, -2.810, -3.110], [1.784, -4.163, -2.107], [-1.046, -1.731, 1.149], [0.645, -1.253, 1.187], [0.495, -2.375, 4.087], [-1.017, -5.570, 0.879], [-0.323, -5.002, -1.890], [3.159, -2.771, 0.543], [-4.111, 3.241, 1.584], [-2.936, 3.849, 1.824], [-2.572, 3.510, 3.084], [-3.024, 5.374, 1.709], [-3.828, 5.876, 2.670], [-1.770, 5.843, 1.970], [-3.434, 5.973, 0.347], [-4.791, 6.375, 0.150], [-5.765, 5.480, -0.258], [-5.215, 4.322, -0.662], [-6.355, 6.021, -1.345], [-6.851, 5.275, 0.804], [-6.332, 4.849, 1.968], [-7.730, 4.341, 0.378], [-2.188, 3.449, 1.137], [-2.886, 6.912, 0.281], [-3.073, 5.371, -0.486], [-7.384, 6.211, 0.986]],
  "forces_ev_per_angstrom": [[-0.2, -0.8, -0.5], [0.7, 0.4, 2.1], [0.8, 0.1, -0.5], [1.8, 0.1, -0.5], [-0.7, -0.3, -1.8], [-0.4, -0.4, -0.3], [0.2, 0.7, 0.0], [-0.9, -1.0, -0.7], [-2.4, 0.2, -1.5], [2.4, 0.0, 1.8], [0.7, 0.4, -0.4], [-0.2, -0.3, 0.9], [0.0, 0.0, -0.4], [0.0, 0.7, -1.0], [0.1, 0.0, -0.4], [0.0, -0.5, 0.8], [-0.7, -0.2, 0.1], [-0.7, 0.0, 0.1], [0.9, -0.3, -0.1], [0.2, 1.3, 0.8], [-0.3, -0.5, -0.3], [0.6, -0.6, -0.2], [-0.1, 0.3, 0.0], [0.1, -1.2, 1.0], [2.7, -1.1, -0.1], [-2.4, 1.5, -0.7], [-0.6, 0.5, 1.0], [0.2, -0.5, 0.0], [0.2, 0.9, 0.1], [-2.2, 0.0, 0.7], [0.7, -0.1, -0.8], [1.0, 0.9, 0.6], [0.3, 0.1, -0.3], [-1.8, 0.0, 0.9], [0.0, 0.3, 0.2], [0.2, 0.3, 0.2], [0.0, 0.0, 0.1], [0.1, 0.0, 0.1], [-0.1, 0.0, -0.2], [-0.1, 0.1, -0.1], [0.1, 0.1, 0.0], [-0.1, 0.0, 0.5], [0.0, 0.0, -0.5], [0.2, -0.3, -0.4], [-0.2, -0.5, -0.2], [0.0, -0.1, 0.3], [-0.1, -0.5, -0.4], [0.0, 0.0, 0.1], [-0.3, 0.2, -0.2], [0.3, -0.5, 0.2], [0.1, 0.2, 0.0], [-0.7, 0.5, 0.1], [-0.1, -0.2, 0.1], [0.2, -0.2, -0.2], [0.1, 0.3, -0.6], [-0.2, -0.6, 0.6], [1.0, 0.3, -0.4], [-0.1, -0.2, 0.2], [-0.2, 0.0, 0.1], [-0.4, 0.1, 0.2], [0.3, -0.1, 0.0], [0.1, 0.0, -0.2], [0.0, 0.1, -0.1], [0.0, 0.0, 0.1], [-0.1, -0.3, 0.1], [0.1, 0.1, -0.1]],
  "nbo_charge": [-0.63, -0.02, -0.19, -0.20, -0.20, -0.06, -0.39, -0.17, 0.24, -0.22, 0.66, -0.31, -0.31, 0.59, -0.29, -0.28, 0.56, -0.30, -0.28, 0.92, -0.29, -0.29, -0.31, -0.51, 0.27, -0.29, -0.10, -0.28, -0.45, 1.80, -0.96, -0.95, -0.49, -0.15, 0.22, 0.22, 0.22, 0.21, 0.21, 0.20, 0.25, 0.23, 0.24, 0.22, 0.48, 0.51, 0.50, 0.19, -0.32, 0.52, -0.32, 0.60, -0.31, -0.33, -0.13, -0.51, 0.85, -0.32, -0.32, 0.50, -0.32, -0.32, 0.15, 0.23, 0.21, 0.15]
}



Number 1: total energy -3418.8678 Eh. Number 2: total energy -4565.7112 Eh. Number 3: total energy -6911.7224 Eh. Number 4: total energy -3772.0277 Eh.